1.
DFT (ωB97M-V/def2-TZVPD) results for a 2-piece molecular cluster, C6H6N overall.

Summary:
Largest force on an atom: 3.55 eV/Å
Orbital gap (alpha / beta): 9.39 / 9.39 eV
Spin multiplicity: 1
Total charge: +1

Atoms and positions in Å:
1 C 1.674915 -1.154296 0.361425
2 C 0.440883 -1.403677 0.132697
3 C 1.592282 1.013554 -0.164436
4 C 0.242913 0.901138 -0.488813
5 C 2.450958 -0.040974 0.197490
6 C -0.220668 -0.342014 -0.227366
7 N -2.572236 -0.531034 0.121808
8 H 1.944638 2.099000 -0.334263
9 H -0.394273 1.565537 -0.961929
10 H 3.404964 0.083385 0.706542
11 H -3.388830 -0.308875 -0.486396
12 H -2.798353 -0.352332 1.087264
13 H -2.377193 -1.529406 0.055975

Cartesian forces (eV/Å) of the 6 atoms listed first:
-2.17 0.96 -1.15
0.45 -1.19 0.59
0.99 3.11 -1.40
0.05 -1.64 0.49
-0.15 -0.11 1.77
-0.05 -0.97 0.77


2.
DFT (ωB97M-V/def2-TZVPD) results for one molecule with the formula C6H6N2.

Summary:
Largest force on an atom: 4.65 eV/Å
Orbital gap: 10.55 eV
Spin multiplicity: 1
Structure (SMILES): C#C[C@@]12CC=NN1C2

Atoms and positions in Å:
1 C 2.128658 1.938176 -0.451798
2 C 1.375702 1.002330 -0.345191
3 C 0.413187 0.037376 0.178662
4 C -0.680739 0.521248 1.142538
5 C -1.813140 -0.406764 0.663890
6 C 0.716110 -1.303607 -0.202869
7 H 3.025374 2.694321 -0.438552
8 H -0.874217 1.635618 0.844289
9 H -0.429401 0.402896 2.153356
10 H -2.677697 -0.514679 1.316050
11 H 1.435070 -1.709938 -0.865300
12 H 0.363666 -2.097833 0.482167
13 N -1.644311 -0.962098 -0.428230
14 N -0.310183 -0.629751 -0.915112

Cartesian forces (eV/Å) of the 6 atoms listed first:
2.52 1.42 0.10
-0.12 1.15 1.22
0.60 3.08 -1.35
0.06 0.48 -2.44
0.18 2.10 2.63
-1.34 -4.20 1.49


The records above yield energy relative to the best compared isomer or geometry (same formula, charge and spin) values of 3.456 4.504 eV, respectively.
The records above yield E values of -286.50826 -341.55704 hartree, respectively.